[1]
ORCA calculation (ωB97M-V/def2-TZVPD) on a cluster of 8 separate species, C4H26N2O7S in total.

Computed properties:
Strongest force on any atom: 1.45 eV/Å
Energy: -1202.37734 Ha
Net charge: 0
HOMO: -8.84 eV
Orbital gap: 9.08 eV
ΔE to the lowest compared entry with this formula, charge and spin: 0.000 eV
SMILES string: C[C@H](CS)NCN.O.O.O.O.O.O.O

Last column: Mulliken charge in e.
Atoms and positions in Å:
S 0.875 -3.640 -2.664  -0.2278
O 1.623 2.390 -1.631  -0.6389
O -1.227 2.829 1.123  -0.6581
O -0.338 0.212 4.111  -0.7782
O -1.295 -0.161 -2.660  -0.6019
O 3.398 0.289 -0.761  -0.6885
O -2.562 0.835 2.558  -0.6330
O -1.087 2.862 -2.116  -0.6501
N 1.268 0.861 1.551  -0.6026
N 0.846 -1.232 0.480  -0.1277
C 0.901 -3.269 -0.882  -0.8535
C -1.328 -2.375 -0.029  -1.5579
C 0.395 0.142 0.565  -0.5350
C 0.085 -2.044 -0.484  0.7906
H -1.833 -2.858 -0.871  0.3799
H 2.819 -0.326 -0.280  0.3639
H 0.566 -4.172 -0.379  0.3716
H 0.732 2.668 -1.945  0.2924
H 2.778 1.038 -0.811  0.3260
H -1.884 2.140 1.320  0.3605
H -1.704 3.329 -2.689  0.2565
H -1.197 3.255 -1.236  0.3185
H 1.933 -3.152 -0.591  0.3597
H -0.423 2.462 1.517  0.3208
H 0.254 0.568 3.417  0.4183
H -0.949 0.724 -2.505  0.3223
H -1.753 0.404 2.894  0.3813
H 0.888 -1.629 1.410  0.3018
H -1.406 -3.069 0.813  0.4053
H -3.406 0.690 2.984  0.2530
H -1.384 -0.361 -3.595  0.2713
H -0.032 -1.378 -1.332  -0.0527
H 2.143 2.328 -2.440  0.3304
H 0.432 0.675 -0.380  0.4434
H 1.925 1.471 1.071  0.2854
H 1.909 0.155 1.917  0.3541
H -0.613 0.241 0.964  -0.0722
H -1.896 -1.471 0.178  0.3353
H 1.294 -2.434 -3.075  0.1057
H -0.747 1.004 4.482  0.3302

=====

[2]
ORCA calculation (ωB97M-V/def2-TZVPD) on a cluster of 9 separate species, C4H26N2O9 in total.

Computed properties:
Strongest force on any atom: 5.26 eV/Å
Energy: -954.59645 Ha
Net charge: 0
HOMO: -9.42 eV
Orbital gap: 9.65 eV
ΔE to the lowest compared entry with this formula, charge and spin: 3.932 eV
SMILES string: CN(C)C(=O)CN.O.O.O.O.O.O.O.O

Last column: Mulliken charge in e.
Atoms and positions in Å:
O 2.202 1.544 -1.021  -0.6260
O -1.527 -2.752 1.045  -0.6754
O 1.909 -0.731 -4.563  -0.6301
O 2.780 -2.107 0.232  -0.5962
O 1.039 -3.461 1.839  -0.7010
O -4.124 -2.055 1.246  -0.6718
O 1.489 -0.993 -1.839  -0.6374
O -1.871 -0.227 0.738  -0.7680
O 1.081 4.228 2.722  -0.6384
N 0.990 1.597 1.475  -0.4709
N -1.010 1.149 -0.867  0.5860
C -0.705 2.525 -1.109  -1.1139
C -1.113 0.708 0.501  0.5844
C -1.817 0.440 -1.792  -0.9935
C -0.470 1.619 1.517  -0.8325
H 2.667 -1.127 -4.210  0.2842
H -0.256 2.620 -1.998  0.5232
H -1.663 -1.920 0.613  0.4598
H 1.371 0.704 1.229  0.2097
H 0.129 -3.041 1.987  0.3685
H 3.666 -2.249 0.307  0.2528
H 2.081 0.810 -1.642  0.3789
H -4.222 -1.717 0.342  0.3108
H 1.165 3.316 3.028  0.3629
H -2.317 -2.956 1.392  0.2798
H 1.473 2.310 0.928  0.4002
H 0.333 4.114 2.084  0.3477
H -4.288 -1.251 1.866  0.3370
H 2.262 -2.737 0.730  0.3559
H -1.528 3.308 -0.876  0.2772
H -1.157 -0.024 -2.488  0.2972
H -2.594 -0.208 -1.253  0.1117
H 2.830 1.356 -0.424  0.2527
H 1.931 -1.426 -1.076  0.3606
H -0.739 1.194 2.488  0.2145
H -2.448 1.082 -2.359  0.4184
H 0.377 2.895 -0.732  0.1309
H 0.949 -4.464 1.786  0.2956
H -1.011 2.600 1.517  0.3495
H 1.355 -0.547 -3.741  0.3907
H 0.565 -1.177 -1.647  0.2142

=====

[3]
ORCA calculation (ωB97M-V/def2-TZVPD) on a cluster of 9 separate species, C4H26O9 in total.

Computed properties:
Strongest force on any atom: 2.20 eV/Å
Energy: -845.08215 Ha
Net charge: 0
HOMO: -10.11 eV
Orbital gap: 9.99 eV
ΔE to the lowest compared entry with this formula, charge and spin: 2.976 eV
SMILES string: CCO.CCO.O.O.O.O.O.O.O

Last column: Mulliken charge in e.
Atoms and positions in Å:
O -2.492 -2.039 -2.819  -0.5162
O -4.461 3.530 1.209  -0.6213
O -4.248 -0.760 1.839  -0.6340
O -0.560 -0.783 3.290  -0.5962
O -2.800 2.673 5.167  -0.6306
O 3.993 -1.485 -1.591  -0.4974
O 3.850 4.484 -1.680  -0.6327
O -0.122 4.985 -3.699  -0.6388
O 0.608 1.712 0.270  -0.6286
C -1.614 -2.785 -1.961  -0.2708
C 4.240 -2.515 -0.644  -0.2443
C -2.209 -4.168 -1.635  -0.8267
C 5.278 -2.200 0.374  -1.0104
H -1.918 -4.908 -2.379  0.2717
H -5.164 3.337 0.589  0.3141
H -0.246 -1.686 3.342  0.3065
H -0.726 -2.880 -2.587  0.2386
H -1.897 2.553 4.873  0.3062
H -3.349 -0.557 2.097  0.3157
H 0.620 4.966 -4.303  0.3232
H 2.933 4.242 -1.809  0.3166
H -3.125 3.409 4.649  0.3215
H 0.236 1.159 0.957  0.3179
H -0.007 2.441 0.189  0.3072
H -1.255 -2.233 -1.092  0.2417
H -4.002 4.278 0.827  0.3119
H -3.282 -4.174 -1.442  0.2733
H -4.791 -0.308 2.485  0.3098
H 3.713 -0.752 -1.037  0.3011
H -1.649 -4.499 -0.760  0.2880
H 6.045 -1.629 -0.149  0.3024
H 3.332 -2.954 -0.231  0.2450
H -3.038 -1.559 -2.192  0.3007
H -0.301 -0.390 4.123  0.3010
H 4.676 -3.320 -1.237  0.2686
H -0.843 4.594 -4.193  0.3173
H 5.833 -3.054 0.762  0.3387
H 4.881 -1.679 1.245  0.2952
H 3.860 4.953 -0.846  0.3139

=====

[4]
ORCA calculation (ωB97M-V/def2-TZVPD) on a cluster of 9 separate species, C4H26O9 in total.

Computed properties:
2S+1: 2
Strongest force on any atom: 2.38 eV/Å
Energy: -844.74036 Ha
Net charge: +1
HOMO (alpha / beta): -13.61 / -13.61 eV
Orbital gap (alpha / beta): 10.65 / 3.52 eV
ΔE to the lowest compared entry with this formula, charge and spin: 0.000 eV

Last column: Mulliken charge in e.
Atoms and positions in Å:
O 0.776 1.507 -1.872  -0.4837
O -2.283 0.446 2.604  -0.6258
O -2.766 1.419 -1.542  -0.5218
O -0.503 -0.612 -0.633  -0.4805
O -0.857 2.641 0.247  -0.1212
O 2.831 -1.060 1.170  -0.6378
O -1.079 -3.465 0.868  -0.5733
O 1.153 -2.445 -1.637  -0.5182
O 0.441 0.521 2.255  -0.6257
C -1.765 3.714 0.592  -0.2936
C -1.506 4.865 -0.425  -1.1308
C 2.841 -3.995 -0.704  -1.0239
C 1.557 -3.825 -1.622  -0.2157
H 0.456 1.384 2.668  0.3300
H 3.473 -0.614 0.618  0.3314
H 3.088 -5.025 -0.448  0.3654
H -0.907 -4.407 0.890  0.2895
H 0.247 2.183 -1.449  0.3356
H 2.205 -1.439 0.553  0.2771
H -1.079 4.538 -1.373  0.3091
H 0.293 0.694 -1.721  0.4637
H 1.833 -3.916 -2.673  0.2770
H -2.503 1.227 3.112  0.2970
H -1.708 4.107 1.607  0.3923
H -1.017 1.891 0.825  0.2769
H -1.936 1.021 -1.282  0.2829
H -0.185 -1.439 -0.996  0.3428
H -2.766 3.292 0.500  0.4115
H 1.734 -2.011 -2.266  0.2725
H -2.559 2.345 -1.671  0.3460
H -1.212 -3.224 1.785  0.3007
H 3.777 -3.594 -1.093  0.2952
H -0.898 5.592 0.115  0.3682
H -2.389 5.470 -0.629  0.3595
H 1.262 0.476 1.764  0.2535
H -1.337 0.347 2.715  0.3701
H 2.723 -3.543 0.281  0.2633
H -0.149 -0.589 0.256  0.1820
H 0.713 -4.475 -1.390  0.2590

=====

[5]
ORCA calculation (ωB97M-V/def2-TZVPD) on a cluster of 9 separate species, C4H27N2O8 in total.

Computed properties:
Strongest force on any atom: 1.98 eV/Å
Energy: -879.77408 Ha
Net charge: +1
HOMO: -12.98 eV
Orbital gap: 10.33 eV
ΔE to the lowest compared entry with this formula, charge and spin: 0.684 eV

Last column: Mulliken charge in e.
Atoms and positions in Å:
O -1.374 3.150 -0.925  -0.6091
O -3.916 1.383 0.818  -0.6610
O -0.232 -3.115 -1.326  -0.5551
O 2.147 0.912 -3.190  -0.6455
O 3.901 -0.872 0.424  -0.6955
O 2.258 -1.346 -1.687  -0.5547
O 3.488 1.836 -0.297  -0.6225
O 2.142 0.853 3.008  -0.6252
N -1.942 -0.155 2.457  -0.2375
N -2.743 -0.778 -0.293  -0.3107
C -1.483 -0.145 -0.682  -0.4010
C -3.039 -1.946 -0.672  -0.2743
C -0.829 0.497 1.625  -0.3979
C -0.503 -0.432 0.434  -0.2858
H 0.022 0.672 2.272  0.3183
H -1.110 2.988 -0.011  0.3240
H 2.435 1.451 -3.937  0.2969
H -2.535 -0.693 1.807  0.2304
H 3.066 -1.077 -0.051  0.3867
H -0.432 -1.471 0.748  0.5038
H 2.588 -1.743 -2.502  0.2329
H 2.385 -0.393 -1.900  0.3829
H 4.171 2.085 -0.924  0.3084
H -1.150 -0.456 -1.654  0.4630
H -1.651 -0.886 3.103  0.3791
H 1.392 1.419 -2.860  0.2800
H 3.864 -1.385 1.241  0.3194
H 0.625 -2.692 -1.185  0.2599
H 2.760 0.736 2.276  0.3161
H -1.391 1.315 1.191  0.1975
H -3.908 1.751 -0.078  0.3237
H -1.621 0.930 -0.789  0.0075
H 2.670 0.724 3.802  0.2978
H -2.497 0.608 2.842  0.3666
H -4.015 -2.299 -0.326  0.2825
H -0.133 -4.065 -1.211  0.2962
H 3.762 1.003 0.113  0.3176
H 0.507 -0.142 0.126  -0.1281
H -2.545 -2.721 -1.255  0.2270
H -0.958 4.011 -1.065  0.3197
H -4.176 0.484 0.532  0.3663

=====

[6]
ORCA calculation (ωB97M-V/def2-TZVPD) on a cluster of 9 separate species, C4H27NO8S2 in total.

Computed properties:
Strongest force on any atom: 8.82 eV/Å
Energy: -1621.53129 Ha
Net charge: 0
HOMO: -8.51 eV
Orbital gap: 8.67 eV
ΔE to the lowest compared entry with this formula, charge and spin: 2.986 eV
SMILES string: CCNCCSS.O.O.O.O.O.O.O.O

Last column: Mulliken charge in e.
Atoms and positions in Å:
S -1.355 0.330 2.769  -0.1383
S -0.445 -1.419 2.754  -0.0845
O 3.725 -1.340 -0.440  -0.6851
O -3.102 0.042 -1.388  -0.7183
O -0.426 3.325 1.003  -0.4576
O -0.848 -2.161 -2.762  -0.5286
O 3.097 -1.597 -3.274  -0.6418
O -1.299 0.594 -3.365  -0.6865
O -2.683 2.541 -0.427  -0.6995
O -2.192 -2.180 -0.472  -0.6391
N 1.453 0.363 0.471  -0.0219
C 1.682 1.527 -1.744  -0.5811
C 2.127 1.529 -0.194  -0.5375
C 1.678 0.326 1.958  -1.0117
C 1.338 -1.161 2.386  -0.4392
H -2.684 -1.374 -0.694  0.4373
H 0.541 0.273 0.186  0.1216
H -1.356 -2.649 -2.122  0.3214
H -0.389 4.084 1.514  0.2507
H -1.297 3.295 0.770  0.2707
H 1.759 -1.659 3.227  0.4699
H -2.542 0.098 -2.214  0.3392
H -0.466 0.447 -2.788  0.2630
H -0.001 -2.145 -2.700  0.2632
H 2.485 1.270 -2.326  0.3450
H 2.862 -0.627 -3.251  0.2792
H -0.817 0.830 -4.132  0.3435
H 4.122 -0.629 0.055  0.3155
H -1.444 0.785 1.575  0.0790
H 1.565 -1.682 1.398  0.1820
H 3.479 -1.792 -2.503  0.3317
H 1.073 0.623 -1.868  -0.2718
H 1.632 2.426 0.223  0.3212
H 0.961 1.040 2.386  0.4631
H 2.800 -0.972 -0.404  0.3457
H 3.155 1.538 -0.307  0.3918
H 1.224 2.569 -1.967  0.2899
H -2.788 -2.625 0.055  0.2838
H -3.122 1.624 -0.365  0.3955
H -2.090 2.328 -1.155  0.2984
H 2.753 0.623 2.222  0.3667
H -3.900 0.075 -1.921  0.3735

=====

Question: Which formula does entry 4 have?
Answer: C4H26O9

=====

Question: What is the formula in the second record?
Answer: C4H26N2O9